*i*
Here is 2 unconnected molecules or ions with the total composition C7H13N from the Open Molecules 2025 dataset. Energies are from ωB97M-V/def2-TZVPD.

Last column: Mulliken charge in e.
Cartesian coordinates (Å):
1 C -2.68202 -1.11333 -1.60375  -0.779
2 C -1.94319 -1.18529 -0.50546  -0.429
3 C -0.91109 -0.07468 -0.34168  -0.650
4 C 0.12789 -0.76197 -0.87157  0.322
5 C 0.86525 -0.37186 -2.10179  -1.186
6 H -2.55555 -0.31064 -2.31291  0.253
7 H -3.42291 -1.85451 -1.84844  0.280
8 H -2.00009 -2.00105 0.19875  0.394
9 H -1.15287 0.92832 -0.66716  0.407
10 H 0.33819 -1.76095 -0.50006  0.322
11 H 0.69014 -1.17542 -2.82037  0.310
12 H 1.94265 -0.26628 -1.96880  0.364
13 H 0.47328 0.55241 -2.52073  0.316
14 H 1.02383 2.91590 3.07393  0.227
15 N 0.27617 2.45298 2.55426  -0.632
16 C 0.58953 1.34160 2.06938  0.233
17 C 1.89211 0.61161 2.16008  -0.942
18 H -0.19078 0.82218 1.49270  0.375
19 H 2.28638 0.45456 1.15654  0.183
20 H 1.73285 -0.36943 2.60591  0.262
21 H 2.62021 1.16587 2.75117  0.370

The value obtained for the LUMO energy is 0.84 eV. Its total charge is 0. As for the HOMO energy: -8.15 eV. As for the orbital gap: 9.0 eV. As for the structure (SMILES): C=C/C=C/C.[H]/N=C\C.



*ii*
Here is a molecular structure, C7H13N from the Open Molecules 2025 dataset. Energies are from ωB97M-V/def2-TZVPD.

Last column: Mulliken charge in e.
Cartesian coordinates (Å):
1 C -1.10565 -0.67455 -1.32055  -0.424
2 C -1.38822 1.27667 0.84135  -1.383
3 C -0.69469 -1.83516 -2.19949  -1.288
4 C 0.46536 -0.07654 -0.43159  0.480
5 C -0.14804 0.55997 0.49003  0.230
6 N 1.59290 -0.72909 -0.76334  -0.419
7 C 1.25236 1.22888 1.49495  -0.585
8 C 1.34972 0.95127 2.79061  -0.548
9 H 2.26801 -0.88481 -0.03034  0.246
10 H 1.95682 -0.55881 -1.68793  0.209
11 H -1.87068 -0.98724 -0.61022  0.323
12 H -1.46682 0.17738 -1.89759  0.320
13 H 2.01198 1.85629 1.02918  0.314
14 H -1.47857 1.42859 1.91599  0.389
15 H -1.39069 2.25622 0.36400  0.265
16 H -2.31789 0.77013 0.58016  0.364
17 H -0.26870 -2.64441 -1.60398  0.308
18 H 0.04291 -1.54008 -2.94655  0.290
19 H -1.56225 -2.25008 -2.72224  0.380
20 H 0.61842 0.31808 3.28367  0.246
21 H 2.13373 1.35729 3.42387  0.284

The value obtained for the LUMO energy is 0.95 eV. Its total charge is 0. As for the HOMO energy: -8.06 eV. As for the orbital gap: 9.0 eV.



*iii*
Here is a single C7H13N molecule from the Open Molecules 2025 dataset. Energies are from ωB97M-V/def2-TZVPD.

Last column: Mulliken charge in e.
Cartesian coordinates (Å):
1 C 3.24701 -0.26174 0.81335  -1.181
2 C 1.94545 -0.46784 0.17553  -0.150
3 C 0.76673 0.05990 0.56759  -0.534
4 C -0.45182 -0.24639 -0.21880  0.328
5 C -0.75423 -1.52699 -0.42852  -0.274
6 N -1.96334 -1.91325 -1.04948  -0.549
7 C -1.05797 0.99444 -0.75290  -0.605
8 C -1.89612 1.76821 0.26713  -1.039
9 H 3.43129 0.80972 0.98348  0.294
10 H 4.13766 -0.58467 0.24413  0.319
11 H 3.25231 -0.74070 1.84966  0.237
12 H 1.90700 -1.02479 -0.74381  0.401
13 H 0.72953 0.91545 1.23015  0.283
14 H 0.00009 -2.28660 -0.25831  0.425
15 H -2.74449 -1.32694 -0.81145  0.229
16 H -2.21525 -2.88733 -0.90490  0.250
17 H -0.24220 1.68207 -1.04329  0.278
18 H -1.64941 0.89463 -1.66663  0.353
19 H -2.78886 1.24961 0.65184  0.276
20 H -2.24800 2.75843 -0.09569  0.366
21 H -1.40537 2.13477 1.19093  0.293

The value obtained for the LUMO energy is 1.07 eV. Its total charge is 0. As for the HOMO energy: -7.50 eV. As for the orbital gap: 8.6 eV. As for the structure (SMILES): C/C=C/C(=C/N)CC.



*iv*
Here is a single C7H13N molecule from the Open Molecules 2025 dataset. Energies are from ωB97M-V/def2-TZVPD.

Last column: Mulliken charge in e.
Cartesian coordinates (Å):
1 C 1.90961 0.89229 1.12548  -1.316
2 C 1.15584 0.87059 -0.21182  -0.385
3 C 0.32409 -0.41301 -0.43180  0.914
4 C -0.77132 -0.11979 -1.57255  -0.940
5 C -1.97894 0.45108 -0.66124  -0.589
6 N -1.45287 0.32851 0.75054  -0.443
7 C -0.63413 -0.84867 0.68920  -0.508
8 C 0.76286 -1.57043 0.44739  -0.665
9 H 2.26603 1.92442 1.32004  0.324
10 H 2.77272 0.24779 1.37092  0.311
11 H 1.10797 0.60724 1.83572  0.357
12 H 0.44954 1.70309 -0.31562  0.296
13 H 1.93678 0.97549 -1.10020  0.264
14 H -0.50227 0.54787 -2.42174  0.333
15 H -0.92889 -1.12943 -2.06369  0.317
16 H -2.28311 1.43218 -0.91594  0.387
17 H -2.82753 -0.24650 -0.74902  0.359
18 H -2.26898 0.18732 1.40545  0.306
19 H -1.29355 -1.73121 0.33380  0.236
20 H 1.70703 -1.44226 0.90961  0.174
21 H 0.54910 -2.66655 0.25545  0.268

The value obtained for the LUMO energy is 1.02 eV. Its total charge is 0. As for the HOMO energy: -8.29 eV. As for the orbital gap: 9.3 eV. As for the structure (SMILES): CC[C@]12CCN[C@@H]1C2.



Of them, *iii* has the highest stability.



*i*
Here is 2 unconnected molecules or ions with the total composition C5H8BrN from the Open Molecules 2025 dataset. Energies are from ωB97M-V/def2-TZVPD.

Last column: Mulliken charge in e.
Cartesian coordinates (Å):
1 C 0.56056 -0.12633 2.36236  -0.837
2 C -1.88861 -0.22659 -1.56998  -0.648
3 C -0.26493 -0.15706 1.32886  0.255
4 C -0.87480 -0.05677 -0.86929  0.394
5 C 1.17432 0.77907 -0.39464  -1.008
6 N -0.10691 0.35827 0.07143  0.135
7 Br 0.97486 -1.73225 -2.85963  -0.681
8 H 0.18644 -0.61828 3.31630  0.202
9 H 1.49170 0.40475 2.52930  0.249
10 H -2.04369 -1.10733 -2.26442  0.244
11 H -2.75960 0.38958 -1.69403  0.288
12 H -1.15767 -0.52886 1.57876  0.381
13 H 1.10604 1.39933 -1.17572  0.411
14 H 1.84758 1.32358 0.40921  0.235
15 H 1.75472 -0.10112 -0.76851  0.381

The value obtained for the LUMO energy is -1.15 eV. Its total charge is 0. As for the HOMO energy: -7.77 eV. As for the orbital gap: 6.6 eV.



*ii*
Here is 2 unconnected molecules or ions with the total composition C5H8BrN from the Open Molecules 2025 dataset. Energies are from ωB97M-V/def2-TZVPD.

Last column: Mulliken charge in e.
Cartesian coordinates (Å):
1 C 2.94627 -1.40879 -0.76139  -0.568
2 C 2.44006 -0.21287 -0.47035  0.017
3 C -0.16862 -0.46629 0.08786  0.293
4 C -2.28697 0.99696 -0.12280  -1.023
5 C -0.75971 0.78902 -0.30822  -0.454
6 N -0.47843 -1.56951 0.44632  -0.456
7 Br 3.25322 1.52323 -0.26532  -0.174
8 H 3.83144 -1.67152 -1.19062  0.358
9 H 2.30575 -2.22756 -0.61138  0.065
10 H -2.55713 1.96757 0.34619  0.294
11 H -2.48632 0.26439 0.70883  0.294
12 H -2.95251 0.68655 -0.93729  0.299
13 H -0.39199 0.97099 -1.34056  0.364
14 H -0.30124 1.46503 0.28594  0.362
15 H 0.24200 -2.33237 0.69222  0.328

The value obtained for the LUMO energy (alpha / beta) is 0.18 / -0.28 eV. Its total charge is 0. As for the HOMO energy (alpha / beta): -8.06 / -7.48 eV. As for the orbital gap (alpha / beta): 8.2 / 7.2 eV.



*iii*
Here is 2 unconnected molecules or ions with the total composition C5H8BrN from the Open Molecules 2025 dataset. Energies are from ωB97M-V/def2-TZVPD.

Last column: Mulliken charge in e.
Cartesian coordinates (Å):
1 C -0.10254 1.94339 0.36529  -0.003
2 C -0.79856 1.48268 -0.78848  -0.130
3 C 0.33980 0.95446 1.16196  -1.029
4 C -0.62417 -0.74545 -0.24575  0.269
5 C 0.06344 -1.99310 -0.62964  -1.218
6 N -0.76165 0.16796 -1.13558  -0.335
7 Br 3.03368 -0.25635 0.89479  -0.646
8 H -0.13635 2.97238 0.70186  0.358
9 H -1.32069 2.25411 -1.38265  0.357
10 H 0.20257 -0.05780 0.83865  0.333
11 H 0.94532 1.02122 2.05272  0.442
12 H -1.46597 -0.74556 0.40794  0.522
13 H -0.62836 -2.75746 -0.46887  0.326
14 H 0.91793 -2.23240 -0.12460  0.367
15 H 0.33555 -2.00807 -1.64766  0.386

The value obtained for the LUMO energy (alpha / beta) is -1.94 / -1.94 eV. Its total charge is 0. As for the HOMO energy (alpha / beta): -7.79 / -7.80 eV. As for the orbital gap (alpha / beta): 5.9 / 5.9 eV.



Of them, *iii* has the highest stability.